[1]
The following is a quantum chemistry calculation of a molecular structure, C25H41N3P2Yb, from OMol25.

Structure (XYZ):
```
72
Properties=species:S:1:pos:R:3
Yb -1.9079 2.1961 -1.9669
C 0.1423 1.0424 2.1673
C -1.2222 0.7810 1.8756
C -0.1195 -1.2198 1.9122
C 0.8196 -0.2022 2.2014
C -1.3797 -0.6193 1.6886
C 0.7398 2.3696 2.4582
H 0.2151 3.1919 1.9542
H 1.7905 2.3832 2.1395
H 0.7264 2.5729 3.5418
C 2.2439 -0.3876 2.4728
H 2.7953 0.5430 2.3961
H 2.7040 -1.0951 1.7923
H 2.3987 -0.7730 3.4746
C 0.1391 -2.6584 1.8843
H 0.0095 -3.1042 2.8679
H 1.1493 -2.8902 1.5678
H -0.5329 -3.1783 1.2078
C -2.6473 -1.3298 1.4180
H -3.1451 -1.6097 2.3568
H -2.4512 -2.2572 0.8688
H -3.3488 -0.7314 0.8296
C -2.3189 1.7674 1.8843
H -2.8460 1.7610 2.8664
H -3.1039 1.5896 1.1266
H -1.9738 2.8073 1.7366
C 0.0328 3.4113 -4.9116
C -0.2552 4.3811 -4.0247
C -1.5131 5.1499 -3.8969
C -2.7531 4.3673 -4.2931
C -2.8056 2.9443 -3.8419
C -2.5109 1.9337 -4.7242
C -1.7395 2.0189 -6.0186
C -0.7424 3.1840 -6.1457
H -1.3838 6.0072 -4.5765
H -2.9105 4.4281 -5.3743
H -1.6405 5.5917 -2.8861
H -1.2358 4.0862 -6.5250
H 0.9897 2.8588 -4.8922
H 0.6052 4.7512 -3.4568
H -0.0200 2.8931 -6.9175
H -1.1627 1.0762 -6.1571
H -3.1728 1.0752 -4.7828
H -2.4281 2.0422 -6.8959
H -3.6467 4.8220 -3.8654
H -3.5812 2.8094 -3.0199
P 1.2218 1.9681 -1.9837
C 2.5211 3.0078 -2.8028
C 0.2139 3.4170 -1.3480
P -1.0475 -0.5377 -2.9591
C 0.0369 1.1004 -3.2423
C -2.8917 -0.1449 -2.5887
C -1.3951 -1.2731 -4.6192
H 3.3862 2.3478 -2.9479
H 2.7607 3.8016 -2.0807
H 2.1923 3.4463 -3.7466
H -0.6356 3.8594 -1.9752
H 0.8127 4.3341 -1.3244
H -0.1358 3.2811 -0.3157
H -1.5633 -0.5265 -5.3885
H -2.2899 -1.8878 -4.5218
H -0.6046 -1.9453 -4.9498
H 0.6674 0.8498 -4.1207
H -0.7115 1.8340 -3.6104
H -3.0873 -0.9067 -1.8239
H -3.3274 -0.5462 -3.4970
H -3.5216 0.7144 -2.2069
N 0.7409 -0.4527 -0.8156
C 1.5847 -1.2707 -0.9557
N 2.4824 -2.1171 -1.3460
C 3.2001 -2.8759 -0.5450
N 3.8661 -3.5850 0.1271
```

Its total charge is +1. For the total energy, the calculation gives -2982.2573 a.u. The max |F| comes out at 0.082 Eh/bohr. As for the spin multiplicity: 2. The value obtained for the LUMO energy (alpha / beta) is -4.7 / -4.8 eV. For the HOMO energy (alpha / beta), the calculation gives -8.89 / -8.84 eV.

---

[2]
The following is a quantum chemistry calculation of 6 unconnected molecules or ions with the total composition C40H66BrIN6O9S2, from OMol25.

Structure (XYZ):
```
125
Properties=species:S:1:pos:R:3
C -3.1903 4.3801 2.0305
C -2.9045 3.0212 2.7827
C -1.6986 2.1875 2.1434
Br -0.0232 2.7576 3.0212
C -2.0550 0.6784 2.4278
C -1.7213 -0.0101 3.6624
C -2.0733 -1.4220 3.8872
C -2.8170 -2.1058 2.8400
C -3.1532 -1.4104 1.6040
C -2.7690 -0.0065 1.3329
N -3.0716 0.6550 0.0799
C -4.5190 1.0362 -0.0141
C -2.6819 -0.1684 -1.0637
C -1.8572 0.3680 -2.1540
C -1.3561 1.8612 -2.1290
C -2.1175 2.6593 -3.3000
C -3.0131 3.8304 -2.7717
I -1.7111 5.4942 -2.2150
C -1.4605 -0.4615 -3.3062
C -0.5522 0.0225 -4.4738
C 0.9588 -0.4721 -4.3428
C 1.1013 -2.0402 -4.4099
S 2.7787 -2.6580 -4.7884
O 3.2039 -3.4471 -3.6271
O 2.6281 -3.6174 -5.8968
O 3.8528 -1.4799 -5.1472
C -1.9410 -1.8571 -3.3824
C -2.7591 -2.4336 -2.3216
C -3.2050 -3.9190 -2.4186
C -4.2782 -3.9192 -3.6859
C -5.7591 -4.4804 -3.2890
O -5.3810 -2.9747 -3.5607
C -3.0941 -1.5890 -1.1910
S -4.0719 -2.2095 0.2319
H -2.3641 4.7342 1.3671
H -4.1568 4.2504 1.4626
H -3.4331 5.1478 2.8231
H -2.7466 3.1168 3.8849
H -3.8073 2.3570 2.6400
H -1.6736 2.3432 1.0400
H -1.1566 0.5776 4.4283
H -1.7419 -1.8660 4.8485
H -3.1013 -3.1691 3.0135
H -4.6645 2.0514 -0.4783
H -4.9414 1.1042 1.0222
H -5.1160 0.2735 -0.5734
H -1.6049 2.3784 -1.1715
H -0.2658 1.9156 -2.3975
H -2.8033 1.9116 -3.7826
H -1.4000 3.0200 -4.0899
H -3.6934 4.2440 -3.5676
H -3.6824 3.5036 -1.9340
H -0.5643 1.1230 -4.6564
H -0.9395 -0.4640 -5.4164
H 1.4676 -0.0755 -3.4282
H 1.5108 -0.0520 -5.2295
H 0.8004 -2.4475 -3.4029
H 0.3479 -2.4551 -5.1354
H 4.2114 -1.7478 -6.0245
H -1.6428 -2.4883 -4.2599
H -3.7781 -4.2751 -1.5328
H -2.3703 -4.5866 -2.7403
H -3.8768 -4.1836 -4.7306
H -5.9577 -4.3438 -2.2032
H -6.5071 -4.4262 -4.1091
C -7.1428 4.3058 3.1349
O -6.7470 3.7280 2.1385
N -7.2404 5.6474 3.2683
C -7.7194 6.2695 4.4860
C -6.8511 6.4911 2.1543
H -7.4616 3.7568 4.0362
H -8.6089 6.8634 4.2578
H -6.9377 6.9199 4.8820
H -7.9737 5.5190 5.2342
H -7.4633 6.2444 1.2841
H -5.8041 6.3027 1.9083
H -6.9839 7.5413 2.4100
C -4.8850 8.4095 5.9823
O -4.8035 7.3547 5.3799
N -4.4847 9.6110 5.5053
C -4.6121 10.8293 6.2799
C -3.9089 9.6791 4.1739
H -5.3067 8.4662 6.9995
H -5.2451 11.5356 5.7375
H -3.6222 11.2679 6.4255
H -5.0582 10.6262 7.2531
H -4.6357 9.3100 3.4474
H -3.0220 9.0439 4.1319
H -3.6366 10.7049 3.9305
C 6.5285 -7.9220 -2.4752
O 7.5559 -8.5336 -2.2429
N 6.4618 -6.6117 -2.7983
C 5.2011 -5.9434 -3.0632
C 7.6946 -5.8491 -2.8823
H 5.5404 -8.4099 -2.4374
H 5.2145 -5.5431 -4.0788
H 5.0733 -5.1246 -2.3528
H 4.3650 -6.6351 -2.9639
H 8.3455 -6.2979 -3.6354
H 8.2057 -5.8815 -1.9181
H 7.4827 -4.8151 -3.1502
C 11.9633 -8.3374 -0.4427
O 11.4553 -7.3096 -0.8483
N 11.5438 -9.5893 -0.7447
C 12.2028 -10.7674 -0.2215
C 10.3953 -9.7546 -1.6221
H 12.8393 -8.3258 0.2283
H 12.5710 -11.3730 -1.0535
H 11.4864 -11.3510 0.3620
H 13.0421 -10.4922 0.4173
H 10.6082 -9.2837 -2.5835
H 9.5299 -9.2630 -1.1790
H 10.1796 -10.8117 -1.7713
C 4.6289 1.2751 3.7337
O 3.6982 1.0122 4.4694
N 4.6050 1.1866 2.3813
C 5.7565 1.5176 1.5676
C 3.3847 0.7453 1.7290
H 5.6006 1.6189 4.1272
H 5.4937 2.3309 0.8864
H 6.0514 0.6399 0.9872
H 6.5947 1.8311 2.1896
H 2.5730 1.4284 1.9878
H 3.1280 -0.2536 2.0876
H 3.5169 0.7244 0.6481
```

Its total charge is 0. For the total energy, the calculation gives -6237.3233 a.u. The max |F| comes out at 0.109 Eh/bohr. As for the SMILES: CC[C@@H](Br)c1cccc2c1N(C)c1c(CCCI)c(CCCS(=O)(=O)O)cc(C[C@H]3CO3)c1S2.CN(C)C=O.CN(C)C=O.CN(C)C=O.CN(C)C=O.CN(C)C=O. The value obtained for the LUMO energy is 0.1 eV. For the HOMO energy, the calculation gives -8.10 eV.

---

[3]
The following is a quantum chemistry calculation of a molecular structure, C20H29Cl2N5NbO6P, from OMol25.

Structure (XYZ):
```
64
Properties=species:S:1:pos:R:3
Nb -0.5094 1.0265 0.6597
C -3.4484 -0.5703 0.8293
O -2.1441 -0.4770 1.3941
C -1.7426 -1.7544 1.8644
C -0.3767 -1.6269 2.3659
O 0.3654 -0.7811 1.4402
C 1.7588 -1.1865 1.4308
H -3.3965 -1.1322 -0.1267
H -3.8640 0.4498 0.7376
H -4.0717 -1.1145 1.5012
H -1.8876 -2.4913 1.0775
H -2.4509 -1.9431 2.6828
H 0.1120 -2.5973 2.4846
H -0.2972 -1.1129 3.3419
H 2.2486 -0.7208 2.2465
H 2.1473 -0.9288 0.4302
H 1.6909 -2.3079 1.4820
Cl 1.9302 1.7269 1.1502
C 1.9270 3.7255 1.0123
Cl 3.1225 4.3010 2.1791
H 0.9089 4.0629 1.2492
H 2.2225 3.9835 -0.0079
N 1.0682 0.7651 4.1564
N -0.0143 1.3723 4.8325
C -1.1117 1.8709 4.1859
N -2.1400 2.2237 4.9654
N -1.1006 1.9195 2.7892
N -2.2522 2.3896 2.1560
O -2.2274 2.0937 0.8203
O -3.1754 3.0890 2.5630
H 1.7993 0.5359 4.8322
H 1.5428 1.3400 3.4831
H 0.2706 1.7632 5.7674
H -2.1252 2.0869 5.9826
H -2.9947 2.6775 4.5575
O 0.8562 3.5227 -2.3617
C 0.1626 2.6998 -1.7914
O -0.0939 2.5789 -0.4865
C -0.3984 1.5580 -2.6866
P 0.0322 0.0105 -1.8495
C -0.7894 -1.4379 -2.5803
C -0.8420 -1.5938 -3.9905
C -1.4499 -2.6184 -4.5850
C -2.0724 -3.5899 -3.7780
C -2.0757 -3.4963 -2.4243
C -1.4959 -2.3538 -1.8037
C 1.6990 -0.3143 -2.4514
C 2.5769 0.7492 -2.8652
C 3.8824 0.5114 -3.1260
C 4.4440 -0.7658 -2.9739
C 3.5781 -1.8461 -2.6697
C 2.2313 -1.6088 -2.4745
H -0.1125 1.6185 -3.7572
H -1.4872 1.5503 -2.6429
H -0.3181 -0.8462 -4.6170
H -1.5358 -2.7323 -5.6479
H -2.5506 -4.4540 -4.2151
H -2.4441 -4.2726 -1.7474
H -1.4164 -2.3372 -0.7173
H 2.1853 1.7690 -2.9066
H 4.5334 1.3484 -3.3108
H 5.5383 -0.9718 -3.0807
H 3.9914 -2.8453 -2.7223
H 1.5865 -2.4903 -2.2531
```

Its total charge is +4. For the total energy, the calculation gives -2821.6820 a.u. The max |F| comes out at 0.113 Eh/bohr. The value obtained for the LUMO energy (alpha / beta) is -15.5 / -15.5 eV. For the HOMO energy (alpha / beta), the calculation gives -19.55 / -19.55 eV.

---

[4]
The following is a quantum chemistry calculation of 2 unconnected molecules or ions with the total composition C2H6OS, from OMol25.

Structure (XYZ):
```
10
Properties=species:S:1:pos:R:3
C -1.8651 0.1245 1.7077
S -0.9663 -1.0415 0.6452
H -2.9227 0.1541 1.4554
H -1.7443 -0.1415 2.7638
H -1.4548 1.1162 1.5276
H -2.0148 -1.6657 0.1045
O 2.1823 1.6202 -1.3383
C 2.2168 0.5795 -1.9338
H 2.4346 0.5498 -3.0195
H 1.8641 -0.3465 -1.4539
```

Its total charge is 0. For the total energy, the calculation gives -553.1804 a.u. The max |F| comes out at 0.020 Eh/bohr. As for the SMILES: C=O.CS. The value obtained for the LUMO energy is 0.8 eV. For the HOMO energy, the calculation gives -9.13 eV.

---

[5]
The following is a quantum chemistry calculation of a molecular structure, C32H28Br2CdCl2N6O3, from OMol25.

Structure (XYZ):
```
74
Properties=species:S:1:pos:R:3
Cd -0.2630 -0.7275 -0.6034
O -1.2797 4.5598 4.1306
C -2.0802 3.6212 3.9997
O -3.2134 3.4117 4.4587
C -1.5621 2.4846 3.0731
C -2.3312 1.3586 2.8271
C -1.8442 0.3729 1.9855
N -0.6551 0.4794 1.3799
C 0.0961 1.5581 1.6184
C -0.3234 2.5747 2.4604
C 1.3880 1.6616 0.8876
C 2.4266 2.4301 1.4047
C 3.5815 2.5895 0.6618
C 3.6590 1.9945 -0.5869
C 2.5912 1.2288 -1.0182
N 1.4865 1.0399 -0.2931
C -2.6188 -0.8678 1.7129
C -3.6559 -1.2740 2.5459
C -4.3346 -2.4423 2.2426
C -3.9595 -3.1727 1.1255
C -2.9090 -2.7063 0.3548
N -2.2552 -1.5825 0.6438
H -3.3047 1.3072 3.2970
H 0.2554 3.4707 2.6404
H 2.3221 2.8884 2.3772
H 4.4018 3.1806 1.0473
H 4.5282 2.1072 -1.2196
H 2.6207 0.7413 -1.9810
H -3.9133 -0.6909 3.4187
H -5.1447 -2.7799 2.8757
H -4.4648 -4.0886 0.8540
H -2.5646 -3.2296 -0.5288
Br 5.6089 -1.5500 -2.2561
C 4.6777 -2.1956 -0.7477
C 5.4556 -2.7552 0.2875
C 4.8670 -3.1396 1.4476
Br 5.9441 -3.9191 2.7908
C 3.4795 -2.9312 1.6676
C 2.8314 -3.2283 2.8854
C 1.5117 -2.9345 3.0308
C 0.8373 -2.3207 1.9622
N 1.3914 -2.0496 0.8044
C 2.7036 -2.3710 0.6247
C 3.3179 -2.0735 -0.6360
O 2.5079 -1.5987 -1.6212
H 6.5199 -2.8680 0.1422
H 3.3971 -3.6751 3.6906
H 0.9831 -3.1396 3.9507
H -0.2000 -2.0342 2.0780
Cl -0.7427 -2.5139 -2.2308
C 2.5205 -2.2707 -2.8711
Cl 2.5908 -1.0687 -4.1821
H 1.5777 -2.7936 -2.9813
H 3.3826 -2.9232 -2.9655
C -2.8311 0.4482 -2.0879
C -3.5727 1.3999 -3.0597
N -2.7222 2.5361 -3.4065
C -1.5205 2.0411 -4.0753
C -0.7630 1.0475 -3.1598
N -1.4575 0.9435 -1.8553
C -1.5368 2.2873 -1.2479
C -2.3362 3.2334 -2.1810
H -2.7552 -0.5662 -2.4817
H -3.3317 0.3959 -1.1193
H -4.4905 1.7803 -2.6089
H -3.8455 0.8834 -3.9813
H -0.8939 2.8973 -4.3305
H -1.8196 1.5618 -5.0087
H 0.2586 1.3815 -2.9648
H -0.7106 0.0450 -3.5876
H -0.5179 2.6446 -1.0936
H -2.0133 2.1954 -0.2701
H -1.7419 4.1070 -2.4527
H -3.2416 3.5920 -1.6899
```

Its total charge is 0. For the total energy, the calculation gives -8026.7371 a.u. The max |F| comes out at 0.003 Eh/bohr. The value obtained for the LUMO energy is -1.0 eV. For the HOMO energy, the calculation gives -7.90 eV.

---

[6]
The following is a quantum chemistry calculation of 7 unconnected molecules or ions with the total composition C21H28O21, from OMol25.

Structure (XYZ):
```
70
Properties=species:S:1:pos:R:3
C -0.6580 6.1612 12.5488
C 0.4066 5.2457 13.2041
O -0.2076 4.8685 14.4243
C -1.4198 5.3113 14.5082
O -2.1562 5.1224 15.4294
O -1.7011 6.0552 13.4593
H -0.9702 5.7733 11.5791
H -0.3316 7.2011 12.5590
H 1.3616 5.7675 13.2670
H 0.5312 4.2931 12.6892
C -3.8660 8.9854 12.0976
C -2.5784 9.2328 12.8390
O -1.6161 9.1226 11.8483
C -2.0572 8.4165 10.8076
O -1.4411 8.0755 9.8474
O -3.4337 8.3128 10.9344
H -4.3679 9.9280 11.8791
H -4.4611 8.3464 12.7500
H -2.3259 8.4871 13.5928
H -2.3520 10.1734 13.3411
C -0.7066 9.3591 22.8548
C -0.6254 10.1912 24.1562
O -1.0584 9.3598 25.1442
C -1.5912 8.2749 24.6174
O -2.0369 7.3233 25.2449
O -1.6880 8.4125 23.2739
H 0.2299 8.8713 22.5843
H -1.1305 9.9368 22.0334
H -1.2949 11.0464 24.0634
H 0.3390 10.5162 24.5467
C -1.7502 14.8061 20.6104
C -0.6672 13.8378 20.0976
O -0.9060 13.8019 18.7184
C -1.8975 14.5285 18.3473
O -2.2355 14.7100 17.2156
O -2.5803 15.0192 19.4603
H -1.3949 15.7992 20.8852
H -2.3320 14.3545 21.4140
H -0.7905 12.8507 20.5432
H 0.2768 14.3298 20.3315
C 0.6221 11.7985 16.0040
C 1.8743 11.7295 15.0687
O 1.7715 10.3860 14.6084
C 0.4616 9.9620 14.7101
O 0.0606 8.8673 14.3121
O -0.2559 11.0008 15.2562
H 0.0542 12.7205 16.1288
H 0.7298 11.2952 16.9648
H 2.7811 11.8870 15.6527
H 1.6947 12.4548 14.2751
C 1.4634 6.2333 20.6948
C 0.7038 4.9244 20.5474
O 1.3832 4.2259 19.5510
C 2.1877 5.0673 18.9298
O 2.8726 4.7587 17.9355
O 2.1775 6.3066 19.5699
H 2.0981 6.2753 21.5799
H 0.7428 7.0490 20.7545
H -0.2868 5.1417 20.1479
H 0.6151 4.3181 21.4488
C -2.2309 7.1873 18.2947
C -1.2148 7.4913 17.2661
O -0.5623 8.5478 17.8802
C -1.2545 9.1412 18.8531
O -1.0006 10.1733 19.4193
O -2.3198 8.3336 19.1325
H -1.9232 6.2827 18.8192
H -3.1939 7.0676 17.7982
H -1.6967 7.8085 16.3413
H -0.5012 6.6674 17.2585
```

Its total charge is 0. For the total energy, the calculation gives -2397.0523 a.u. The max |F| comes out at 0.091 Eh/bohr. As for the SMILES: O=C1OCCO1.O=C1OCCO1.O=C1OCCO1.O=C1OCCO1.O=C1OCCO1.O=C1OCCO1.O=C1OCCO1. The value obtained for the LUMO energy is 0.0 eV. For the HOMO energy, the calculation gives -10.91 eV.

---

Repeat the third record exactly.
The following is a quantum chemistry calculation of a molecular structure, C20H29Cl2N5NbO6P, from OMol25.

Structure (XYZ):
```
64
Properties=species:S:1:pos:R:3
Nb -0.5094 1.0265 0.6597
C -3.4484 -0.5703 0.8293
O -2.1441 -0.4770 1.3941
C -1.7426 -1.7544 1.8644
C -0.3767 -1.6269 2.3659
O 0.3654 -0.7811 1.4402
C 1.7588 -1.1865 1.4308
H -3.3965 -1.1322 -0.1267
H -3.8640 0.4498 0.7376
H -4.0717 -1.1145 1.5012
H -1.8876 -2.4913 1.0775
H -2.4509 -1.9431 2.6828
H 0.1120 -2.5973 2.4846
H -0.2972 -1.1129 3.3419
H 2.2486 -0.7208 2.2465
H 2.1473 -0.9288 0.4302
H 1.6909 -2.3079 1.4820
Cl 1.9302 1.7269 1.1502
C 1.9270 3.7255 1.0123
Cl 3.1225 4.3010 2.1791
H 0.9089 4.0629 1.2492
H 2.2225 3.9835 -0.0079
N 1.0682 0.7651 4.1564
N -0.0143 1.3723 4.8325
C -1.1117 1.8709 4.1859
N -2.1400 2.2237 4.9654
N -1.1006 1.9195 2.7892
N -2.2522 2.3896 2.1560
O -2.2274 2.0937 0.8203
O -3.1754 3.0890 2.5630
H 1.7993 0.5359 4.8322
H 1.5428 1.3400 3.4831
H 0.2706 1.7632 5.7674
H -2.1252 2.0869 5.9826
H -2.9947 2.6775 4.5575
O 0.8562 3.5227 -2.3617
C 0.1626 2.6998 -1.7914
O -0.0939 2.5789 -0.4865
C -0.3984 1.5580 -2.6866
P 0.0322 0.0105 -1.8495
C -0.7894 -1.4379 -2.5803
C -0.8420 -1.5938 -3.9905
C -1.4499 -2.6184 -4.5850
C -2.0724 -3.5899 -3.7780
C -2.0757 -3.4963 -2.4243
C -1.4959 -2.3538 -1.8037
C 1.6990 -0.3143 -2.4514
C 2.5769 0.7492 -2.8652
C 3.8824 0.5114 -3.1260
C 4.4440 -0.7658 -2.9739
C 3.5781 -1.8461 -2.6697
C 2.2313 -1.6088 -2.4745
H -0.1125 1.6185 -3.7572
H -1.4872 1.5503 -2.6429
H -0.3181 -0.8462 -4.6170
H -1.5358 -2.7323 -5.6479
H -2.5506 -4.4540 -4.2151
H -2.4441 -4.2726 -1.7474
H -1.4164 -2.3372 -0.7173
H 2.1853 1.7690 -2.9066
H 4.5334 1.3484 -3.3108
H 5.5383 -0.9718 -3.0807
H 3.9914 -2.8453 -2.7223
H 1.5865 -2.4903 -2.2531
```

Its total charge is +4. For the total energy, the calculation gives -2821.6820 a.u. The max |F| comes out at 0.113 Eh/bohr. The value obtained for the LUMO energy (alpha / beta) is -15.5 / -15.5 eV. For the HOMO energy (alpha / beta), the calculation gives -19.55 / -19.55 eV.